A molecular structure, C18H36MnO18 in a non-equilibrium geometry. Source: OMol25; level of theory: the ωB97M-V functional and the def2-TZVPD basis.

## Properties
Kohn-Sham gap (spin up / spin down), eV: 10.64 / 12.23
Net charge: +2
Calculated total energy, eV: -87415.243
Energy above the lowest of the compared OMol25 structures with the same formula, charge and spin, eV: 0.000
Spin multiplicity: 6
E_LUMO (spin up / spin down), eV: -3.97 / -3.97

XYZ file:
```
73
C18H36MnO18 | OMol25 | the ωB97M-V functional and the def2-TZVPD basis
Mn 0.17 -0.32 -0.02
C 5.66 -0.20 -0.67
O 4.31 -0.48 -0.27
C 3.41 0.48 -0.26
O 2.25 0.26 0.03
O 3.89 1.66 -0.60
C 2.97 2.76 -0.56
H 5.67 0.23 -1.67
H 6.20 -1.13 -0.67
H 6.13 0.50 0.02
H 2.24 2.70 -1.37
H 3.55 3.66 -0.72
H 2.44 2.81 0.39
C -1.44 4.00 -2.23
O -0.96 2.79 -1.64
C -0.75 1.70 -2.34
O -0.31 0.69 -1.83
O -1.04 1.80 -3.61
C -0.99 0.63 -4.43
H -2.40 4.27 -1.80
H -1.59 3.95 -3.31
H -0.74 4.81 -2.02
H -1.99 0.22 -4.56
H -0.32 -0.12 -4.03
H -0.62 0.93 -5.41
C 1.18 3.76 3.44
O 1.08 2.62 2.57
C -0.04 2.43 1.90
O -0.17 1.44 1.20
O -0.95 3.37 2.08
C -2.26 3.09 1.59
H 0.45 3.71 4.24
H 1.05 4.69 2.89
H 2.18 3.73 3.85
H -2.86 3.96 1.82
H -2.67 2.21 2.08
H -2.25 2.89 0.52
C -4.72 -0.29 -1.70
O -3.35 -0.52 -1.33
C -3.04 -0.75 -0.07
O -1.89 -0.77 0.31
O -4.08 -0.95 0.71
C -3.82 -1.21 2.10
H -4.72 -0.14 -2.78
H -5.12 0.59 -1.19
H -5.34 -1.15 -1.46
H -3.58 -2.26 2.22
H -4.76 -1.06 2.62
H -3.07 -0.53 2.49
C 0.17 -3.67 3.23
O 0.74 -2.46 3.71
C 0.94 -1.49 2.84
O 0.49 -1.46 1.71
O 1.67 -0.50 3.30
C 2.12 -0.51 4.66
H -0.90 -3.70 3.45
H 0.65 -4.50 3.74
H 0.27 -3.77 2.15
H 2.76 -1.37 4.87
H 1.28 -0.46 5.35
H 2.73 0.38 4.79
C 1.75 -4.49 -1.38
O 0.78 -3.97 -2.31
C 0.20 -2.82 -2.07
O 0.53 -2.05 -1.18
O -0.79 -2.54 -2.88
C -1.03 -3.38 -4.03
H 2.71 -4.56 -1.89
H 1.44 -5.50 -1.13
H 1.82 -3.89 -0.48
H -1.26 -4.40 -3.71
H -0.16 -3.37 -4.69
H -1.89 -2.97 -4.54
```

Atomic partial charges in e from the Mulliken method, atoms 1 to 6: 3.135 -0.728 -0.211 0.545 -0.301 -0.438